The following is a DFT calculation (ωB97M-V/def2-TZVPD) of a 7-piece molecular cluster, C59H89F3N8O3PS overall.

The total energy is -4001.60898 Ha. The calculation puts the HOMO-LUMO gap at 0.986 eV. The calculation puts the LUMO energy at -0.4410 Eh. Its charge is +7.

Structure (XYZ):
```
164
Properties=species:S:1:pos:R:3:forces:R:3
C 7.3174 -4.7618 23.0710 -0.26 -0.76 0.63
C 8.5279 -4.6335 23.9682 0.67 0.61 -1.11
N 8.8651 -5.8820 24.6249 -0.92 0.25 0.17
C 8.2242 -6.2849 25.7695 0.82 0.23 -0.29
C 8.6412 -7.5381 25.9968 -0.37 -1.33 2.45
N 9.4746 -7.9172 24.9829 -0.07 -0.44 -0.28
C 9.5641 -6.8885 24.1340 -0.44 -0.47 0.55
C 10.1375 -9.2312 24.8704 0.21 -0.51 0.25
H 6.5024 -5.2719 23.6007 0.14 0.01 -0.13
H 7.5385 -5.3006 22.1481 -0.08 0.20 0.02
H 6.9768 -3.7661 22.9029 -0.31 0.67 -0.66
H 8.3772 -3.8293 24.6907 0.16 -0.41 0.25
H 9.3938 -4.3577 23.3594 -0.04 0.13 0.19
H 7.6261 -5.6114 26.3363 -0.26 0.20 0.29
H 8.4580 -8.1278 26.9336 0.31 0.43 -1.42
H 9.9046 -6.9638 23.1378 0.82 0.17 -0.65
H 10.9086 -9.2986 25.6542 -0.15 0.13 -0.44
H 10.6035 -9.3438 23.8727 -0.33 0.16 0.63
H 9.4313 -10.0728 25.0668 0.29 0.91 -0.35
C -1.1618 -16.9343 35.7016 0.97 -0.38 2.31
C -1.3182 -16.9400 34.2006 -1.15 1.78 -0.26
C -0.3339 -17.7399 33.4303 2.21 -0.86 -0.56
C -0.6392 -18.0724 31.9680 -0.58 0.33 0.35
P -0.6544 -16.8371 30.6620 -0.38 1.32 1.70
C 0.9279 -15.9564 30.4094 0.01 0.65 -1.45
C 1.5777 -15.3107 31.6045 -0.46 -0.25 1.72
C 2.5967 -14.2623 31.2270 1.57 -0.51 1.89
C 1.9628 -12.9562 31.0306 -1.90 1.10 0.96
C -1.0668 -17.7382 29.2235 -0.69 -1.04 0.18
C -2.4630 -17.7212 28.6544 -1.32 0.72 1.43
C -2.4171 -18.4503 27.3586 -0.99 0.15 -2.21
C -3.7975 -18.5102 26.5936 1.47 0.16 0.96
C -1.8497 -15.5011 31.0664 1.11 0.27 -1.61
C -3.3167 -15.7270 31.3994 -0.01 -2.03 -1.28
C -3.7374 -14.5317 32.1355 -2.55 2.21 -0.51
C -4.1212 -13.2780 31.1836 0.11 -0.98 -0.40
H -1.7553 -16.1575 36.1809 0.17 0.46 -0.31
H -0.1041 -16.8457 36.1193 -1.18 0.13 -0.93
H -1.5678 -17.8084 36.2707 0.34 0.08 -1.13
H -1.3637 -15.9033 33.7771 0.51 -0.36 0.66
H -2.3616 -17.2065 34.0104 0.06 -0.76 -0.23
H -0.1546 -18.6910 33.9463 -0.32 -0.08 -0.18
H 0.7196 -17.3483 33.3738 -1.02 0.31 0.69
H -1.6387 -18.5157 31.9022 0.09 -0.32 -0.22
H 0.1149 -18.7512 31.5993 0.10 -0.69 -0.06
H 0.6618 -15.1247 29.6860 0.13 -0.94 0.44
H 1.7387 -16.5492 29.9299 -0.95 -0.07 0.00
H 2.0545 -16.0955 32.1777 0.20 -0.21 0.17
H 0.8302 -14.8808 32.3165 0.47 -0.11 -0.55
H 3.1700 -14.5563 30.3884 0.29 -0.50 -1.44
H 3.4285 -14.2197 31.9812 -1.01 0.07 -0.16
H 2.5857 -12.1905 30.6314 0.43 0.50 -0.51
H 1.4997 -12.5468 31.9564 0.68 -0.31 -0.20
H 1.0644 -13.1071 30.4398 -0.08 0.30 -0.78
H -0.7914 -18.7727 29.4019 0.38 -0.19 -0.01
H -0.4770 -17.3522 28.4561 1.46 0.51 -1.36
H -2.7665 -16.6436 28.5920 -0.13 -0.91 -0.35
H -3.1954 -18.2419 29.3166 0.47 0.52 -0.20
H -2.0019 -19.4602 27.5240 -0.27 0.34 -0.22
H -1.7493 -17.9034 26.6743 0.23 -0.32 0.20
H -4.5027 -19.0344 27.1945 -0.79 -0.36 0.39
H -3.7161 -19.0084 25.6544 0.29 -0.67 -0.61
H -4.1759 -17.5288 26.3478 -0.02 0.47 0.35
H -1.8244 -14.7647 30.2038 0.24 -0.73 0.85
H -1.3327 -15.0030 31.8942 -0.16 0.02 -0.06
H -3.5551 -16.6840 31.9421 0.56 0.92 -0.27
H -3.9122 -15.7911 30.4566 0.46 -0.12 0.55
H -2.9712 -14.2491 32.8418 -0.15 0.23 0.50
H -4.6937 -14.8039 32.6269 0.64 0.55 0.25
H -4.3143 -12.3785 31.7726 0.02 -0.19 -0.08
H -5.0084 -13.5032 30.5591 -0.10 -0.15 0.88
H -3.4475 -13.0124 30.3384 0.53 -0.22 0.96
C -5.1706 -3.6756 12.3112 -0.23 -1.30 1.40
N -3.7776 -4.1583 12.5712 -0.42 0.95 0.41
C -3.3862 -4.4773 13.8403 0.23 -0.16 -1.83
C -2.1352 -4.9990 14.0547 0.43 -0.35 -0.94
C -1.2662 -5.1856 12.9337 -1.70 0.25 -0.20
C -1.6887 -4.7240 11.6544 0.32 0.19 1.39
C -2.9483 -4.1570 11.5418 0.54 -1.30 -0.59
C -0.0184 -5.9443 13.1098 0.55 0.20 0.14
C 1.1704 -5.3052 12.7272 0.27 0.06 -0.58
C 2.3561 -6.0075 12.7949 -1.49 -0.43 1.02
N 2.3506 -7.2593 13.3225 1.50 0.69 -0.98
C 1.2317 -7.8804 13.6807 0.70 -1.25 1.51
C 0.0340 -7.2493 13.6616 -1.24 0.79 -0.15
C 3.6462 -7.9974 13.2863 -0.62 -0.21 -0.84
H -5.8397 -4.5606 12.3352 0.31 0.57 0.29
H -5.2371 -3.2902 11.3263 0.10 0.70 -0.70
H -5.4057 -2.9534 13.0969 -0.24 -0.06 -0.39
H -4.1752 -4.3474 14.5259 -0.43 0.02 1.15
H -1.8279 -5.3383 15.0412 -0.14 0.22 -0.16
H -1.1030 -4.7633 10.7471 0.27 -0.26 0.16
H -3.3650 -3.9158 10.5674 0.16 0.29 0.23
H 1.2106 -4.2686 12.3313 -0.26 -0.89 0.33
H 3.2809 -5.5822 12.5031 0.76 0.17 -0.21
H 1.3938 -8.8826 14.1323 -0.35 0.76 -0.58
H -0.8317 -7.7847 14.0887 0.38 0.52 -0.60
H 4.1690 -8.0884 14.2288 -0.48 -0.14 0.41
H 4.2663 -7.4040 12.6484 0.56 0.05 -0.43
H 3.4244 -8.9435 12.7758 0.43 0.11 0.44
C 8.5284 -20.1888 23.8969 1.53 0.04 -0.25
N 9.6335 -20.5532 22.8817 -2.87 0.50 1.70
C 10.8147 -19.9554 22.9709 0.41 -0.31 -0.85
C 11.6341 -19.9532 21.8782 2.34 0.25 1.02
C 11.3381 -20.6004 20.7026 -0.90 -0.33 -1.59
C 10.0340 -21.1562 20.6446 0.09 -0.84 0.36
C 9.2246 -21.1737 21.7703 0.51 0.33 -1.85
C 12.2196 -20.5664 19.4797 -2.52 -1.57 1.12
C 13.2090 -19.6474 19.3594 0.49 0.43 -0.81
C 13.7831 -19.3307 18.1547 -1.46 -1.47 -0.31
N 13.3749 -20.0308 17.0520 0.42 0.63 -0.81
C 12.4972 -21.0561 17.1803 0.41 0.36 -0.17
C 11.8977 -21.3568 18.3685 -0.22 -0.77 -0.64
C 13.6513 -19.6130 15.6026 0.17 1.38 1.53
H 8.0980 -19.2315 23.5753 0.27 -0.21 0.18
H 8.9733 -20.1233 24.9109 -0.34 -0.07 -0.72
H 7.7685 -20.9436 23.8390 -0.20 -0.43 0.15
H 11.0985 -19.5543 23.9112 0.10 0.44 0.59
H 12.6533 -19.5732 22.0328 -0.59 0.08 -0.04
H 9.6411 -21.6679 19.7688 0.21 0.22 0.11
H 8.2148 -21.5718 21.6878 0.29 0.06 0.46
H 13.4147 -19.0445 20.1828 0.65 0.98 1.11
H 14.3852 -18.4656 18.1618 0.94 0.60 -0.99
H 12.2502 -21.5595 16.2541 0.03 -0.10 0.17
H 11.1889 -22.2039 18.2858 0.43 0.76 0.67
H 12.8523 -20.0125 15.0146 -0.44 0.00 -0.31
H 14.5862 -19.9703 15.2130 0.53 -0.31 0.25
H 13.6523 -18.4989 15.5955 -0.07 -0.89 -0.15
C -5.8792 -8.3725 28.3961 -0.04 0.07 -0.24
N -5.5586 -9.6601 27.7169 -0.17 -0.03 0.48
C -4.3096 -10.1123 27.5479 1.17 0.20 -0.66
C -4.0568 -11.2250 26.8033 0.52 0.55 0.08
C -5.1013 -12.0142 26.2934 1.03 -1.86 -0.17
C -6.4167 -11.5734 26.4689 0.59 1.30 1.06
C -6.5752 -10.3855 27.1983 -0.91 -0.72 -0.93
C -4.8124 -13.3493 25.7041 0.88 3.24 0.73
C -3.8206 -13.4534 24.6983 -0.10 -0.45 -0.44
C -3.8402 -14.6202 23.9685 1.56 2.52 0.07
N -4.6224 -15.6227 24.2737 -1.97 -1.48 0.93
C -5.5067 -15.5571 25.3493 -0.12 -1.95 -1.49
C -5.5522 -14.4527 26.1200 -0.97 -0.78 -0.75
C -4.6294 -16.7595 23.3781 -0.72 -1.64 0.01
H -6.1813 -7.6704 27.6030 0.00 -0.14 0.43
H -5.0038 -7.9383 28.9235 -0.57 -0.65 -0.31
H -6.7214 -8.5673 29.0789 0.48 0.31 -0.17
H -3.4479 -9.5509 27.9042 -0.56 0.19 0.26
H -2.9923 -11.4050 26.6678 -0.33 -0.56 -0.10
H -7.1813 -12.1563 25.9672 -0.46 0.51 0.49
H -7.5229 -9.9010 27.3552 -0.42 -0.24 -0.11
H -3.1539 -12.6304 24.3574 -0.83 -0.62 0.49
H -3.2857 -14.6898 23.0568 0.42 -0.27 -0.27
H -6.1872 -16.4545 25.3476 0.85 1.19 0.70
H -6.2730 -14.4381 26.9174 -0.08 0.30 0.22
H -5.3999 -17.5224 23.7031 0.89 1.00 -0.41
H -3.6526 -17.2594 23.3630 -0.17 0.16 0.14
H -4.8518 -16.4308 22.3655 -0.15 -0.03 -0.04
C 4.2087 -13.1361 21.5353 0.24 -0.13 2.76
F 3.5172 -14.1357 21.8318 -1.22 -2.69 0.67
F 5.2778 -12.8962 22.1750 1.73 0.15 0.53
F 3.8566 -12.4542 20.5836 -0.79 2.66 -3.95
S -0.1151 -9.7941 24.8252 9.26 13.63 9.92
O -0.3294 -9.2103 26.1540 -0.18 -0.74 -2.65
O 1.0469 -9.4440 24.1416 1.62 1.20 -1.38
O -0.7935 -10.7876 24.4309 -10.76 -14.12 -5.87
```
Forces are in eV/Å.


The following is a DFT calculation (ωB97M-V/def2-TZVPD) of a 4-piece molecular cluster, C21H52N4O overall.

The total energy is -1125.53803 Ha. The calculation puts the HOMO-LUMO gap at 8.774 eV. The calculation puts the LUMO energy at 0.0227 Eh. Its SMILES is CCN(CC)CC.CCN(CC)CC.CCN(CC)CC.CN(C)C=O. Its energy above the lowest of the compared OMol25 structures with the same formula, charge and spin is 33.5 kJ/mol.

Structure (XYZ):
```
78
Properties=species:S:1:pos:R:3:forces:R:3
C -1.3103 -1.8682 -5.2558 0.52 -0.16 -0.07
C -1.9720 -0.7080 -4.5461 -0.86 0.26 0.09
N -2.7265 -1.1064 -3.3486 0.43 -0.23 -0.34
C -3.7421 -2.1061 -3.6492 -0.34 0.00 0.28
C -4.9492 -1.6309 -4.4714 0.05 -0.28 0.20
C -3.2197 0.0361 -2.6009 0.60 0.71 -0.14
C -3.7588 -0.3509 -1.2364 0.09 -0.19 -0.03
H -2.0083 -2.5202 -5.7778 -0.08 0.02 0.06
H -0.7312 -2.4717 -4.5513 -0.13 -0.02 0.03
H -0.6011 -1.5134 -6.0068 -0.09 0.14 0.01
H -1.2288 0.0386 -4.2577 0.03 -0.08 0.13
H -2.6655 -0.1953 -5.2379 0.28 0.06 -0.12
H -3.2780 -2.9448 -4.1627 0.14 0.05 0.00
H -4.0816 -2.5169 -2.6958 -0.11 -0.01 -0.06
H -4.6370 -1.0541 -5.3411 -0.08 -0.03 -0.07
H -5.4912 -2.5159 -4.8092 -0.05 0.09 -0.13
H -5.6531 -1.0359 -3.8884 0.11 0.11 0.02
H -3.9162 0.6886 -3.1618 -0.28 -0.42 0.00
H -2.3532 0.7029 -2.4838 -0.03 -0.14 0.23
H -4.6664 -0.9483 -1.3232 -0.07 0.08 0.09
H -3.9678 0.5142 -0.6092 -0.07 0.10 -0.12
H -3.0134 -0.9590 -0.7174 -0.05 -0.03 0.00
C 2.4806 3.3022 0.4732 0.23 -0.05 0.08
C 3.4188 4.4213 0.0622 -0.24 0.62 -0.37
N 4.5996 3.9786 -0.6478 0.39 -0.42 0.41
C 4.3689 3.3261 -1.9262 0.33 -0.51 0.59
C 3.6994 4.1820 -2.9690 0.03 0.47 -0.36
C 5.6950 4.9331 -0.6216 -0.45 0.53 -0.41
C 6.4540 4.9252 0.6877 -0.12 0.00 0.42
H 1.6201 3.7194 0.9952 -0.01 -0.07 0.07
H 3.0236 2.6257 1.1356 -0.17 -0.06 0.06
H 2.1087 2.7122 -0.3647 -0.02 0.11 -0.09
H 2.8759 5.1962 -0.5177 -0.06 -0.19 0.00
H 3.7307 4.9593 0.9589 0.13 -0.16 0.05
H 5.3416 2.9645 -2.2705 0.01 0.16 -0.12
H 3.8197 2.4044 -1.7137 -0.23 0.13 -0.22
H 2.6915 4.4679 -2.6691 -0.07 -0.06 -0.08
H 4.2719 5.1057 -3.0997 -0.06 0.01 0.00
H 3.6634 3.7050 -3.9495 -0.11 -0.13 0.08
H 5.3309 5.9630 -0.8134 -0.01 -0.12 0.05
H 6.3510 4.7172 -1.4672 0.14 -0.11 0.11
H 7.0369 4.0128 0.8104 0.12 0.07 -0.07
H 5.7640 4.9642 1.5347 -0.05 -0.03 -0.08
H 7.0822 5.8115 0.7895 0.20 -0.13 -0.14
C -3.0854 -1.7150 2.7924 -0.28 0.49 0.77
C -1.7490 -1.9059 3.5134 -0.59 -0.51 -0.37
N -1.8672 -2.7388 4.7122 0.18 -0.29 -0.12
C -0.5403 -2.8170 5.3306 0.02 0.32 0.69
C -0.3182 -1.6547 6.3135 -0.58 0.25 -1.08
C -2.3431 -4.0786 4.3765 0.07 -0.16 -0.03
C -2.7392 -4.8923 5.5914 -0.32 0.07 0.26
H -3.3662 -2.5616 2.1724 0.06 0.04 -0.18
H -3.0961 -0.7904 2.2130 0.17 -0.17 -0.25
H -3.8716 -1.5798 3.5448 0.02 -0.09 -0.06
H -1.0614 -2.3941 2.8014 0.27 0.29 0.11
H -1.3459 -0.9458 3.8228 0.15 0.04 -0.16
H -0.4697 -3.7193 5.9384 0.00 -0.11 -0.23
H 0.2353 -2.8818 4.5562 0.10 0.10 0.04
H -1.0744 -1.7625 7.0897 0.42 -0.03 0.42
H 0.7146 -1.5869 6.6440 -0.06 -0.19 0.40
H -0.5551 -0.6947 5.8406 0.14 -0.10 -0.09
H -1.5813 -4.6377 3.7977 -0.05 0.13 -0.03
H -3.2321 -4.0051 3.7520 0.08 0.12 -0.13
H -1.9609 -4.9110 6.3528 -0.01 -0.17 -0.02
H -2.9835 -5.9131 5.2973 0.13 -0.07 0.02
H -3.6368 -4.4758 6.0553 0.08 0.08 -0.01
C 0.3692 -0.4025 -1.6237 -0.57 0.02 -0.95
N 1.1431 -0.4696 -0.4220 -0.26 0.04 0.15
C 2.5546 -0.2595 -0.5191 0.95 -0.54 0.46
C 0.5582 -0.7273 0.7759 -0.22 0.72 -0.24
O 1.1045 -0.6787 1.8549 0.13 -0.32 0.09
H -0.6471 -0.7726 -1.4789 0.08 -0.09 0.16
H 0.7957 -0.9858 -2.4475 0.15 -0.19 0.28
H 0.2642 0.6099 -2.0379 0.19 0.11 0.35
H 3.0396 -1.1576 -0.9234 -0.02 0.22 -0.30
H 2.8297 0.6169 -1.1000 -0.21 -0.01 -0.20
H 2.9852 -0.1449 0.4744 -0.24 0.14 0.09
H -0.5263 -0.8980 0.6540 0.00 -0.19 0.11
```
Forces are in eV/Å.


The following is a DFT calculation (ωB97M-V/def2-TZVPD) of a 2-piece molecular cluster, C10H18NO2 overall.

The total energy is -596.73537 Ha. The calculation puts the HOMO-LUMO gap at 8.269 eV. The calculation puts the LUMO energy at -0.1664 Eh. Its charge is +1. Its energy above the lowest of the compared OMol25 structures with the same formula, charge and spin is 142.9 kJ/mol.

Structure (XYZ):
```
31
Properties=species:S:1:pos:R:3:forces:R:3
C 2.4157 -0.2715 1.9390 -0.09 -1.45 -0.33
C 1.8952 1.0127 2.3021 -1.44 -1.31 -0.98
C 1.5835 -1.2619 1.4427 1.86 -0.10 -0.72
C 0.5950 1.2521 1.9932 -0.48 1.55 0.94
C 0.2112 -0.9813 1.0641 -2.06 2.02 0.63
C -0.2387 0.4420 1.2353 -0.71 0.18 -0.14
C -0.3110 -3.2043 -0.0538 4.34 -1.78 0.44
C -0.4661 -1.6704 -0.0846 -0.97 -1.80 0.16
C -0.3703 2.1505 -1.9752 1.97 2.04 0.23
C -1.3143 1.0807 -2.4622 -1.60 0.00 -0.43
N 0.6321 1.7201 -0.9113 0.82 -1.27 -0.86
O -1.4675 0.9610 1.0251 2.23 -2.01 0.26
O -2.3205 0.8454 -1.4243 1.08 0.25 0.81
H 3.4728 -0.4610 2.0816 -0.13 -0.22 0.20
H 2.4367 1.7793 2.8006 0.67 0.23 0.37
H 1.8703 -2.3415 1.1896 0.12 1.88 0.62
H 0.0506 2.1315 2.2912 0.46 0.66 0.20
H -0.3439 -1.1641 2.0424 0.07 -0.68 -0.23
H 0.7600 -3.5970 -0.4840 -2.48 1.07 0.78
H -1.0462 -3.7207 -0.6268 -0.58 -0.17 -0.46
H -0.2885 -3.7041 0.9950 -0.40 1.30 -1.48
H -1.5485 -1.6798 0.1086 0.07 1.09 -0.31
H -0.2266 -1.1552 -1.0459 -0.15 -0.70 0.75
H -1.0463 2.9623 -1.5983 0.86 -0.63 0.07
H 0.3309 2.6634 -2.7452 -1.92 -1.10 0.40
H -1.9103 1.4463 -3.3304 0.90 -0.15 0.31
H -0.8350 0.1428 -2.7150 0.21 -0.17 -0.13
H 0.9922 2.4796 -0.3257 -0.53 -0.07 -0.54
H 1.5142 1.3011 -1.3622 -1.93 0.88 0.68
H -1.9020 0.4480 0.3052 -0.14 0.56 -0.29
H -3.1246 0.3938 -1.6707 -0.05 -0.14 -0.92
```
Forces are in eV/Å.


The following is a DFT calculation (ωB97M-V/def2-TZVPD) of an isolated ion of composition C4H8N3S and charge +1.

The total energy is -719.34392 Ha. The calculation puts the HOMO-LUMO gap at 8.516 eV. The calculation puts the LUMO energy at -0.1737 Eh. Its charge is +1. Its energy above the lowest of the compared OMol25 structures with the same formula, charge and spin is 280.7 kJ/mol.

Structure (XYZ):
```
16
Properties=species:S:1:pos:R:3:forces:R:3
C -0.0961 1.2288 0.4433 -1.60 0.86 -0.71
C -1.1977 0.7921 -0.1089 0.39 -0.81 -1.12
C 1.7071 -0.0227 -0.5912 -1.16 -2.15 -0.21
C -3.0777 -0.8145 0.7611 1.89 2.37 -0.23
N 1.1966 1.0380 0.2603 2.27 -1.83 -1.49
N 0.8458 -0.8034 -1.1494 -0.45 1.75 1.29
N 3.0607 -0.2765 -0.6257 -0.97 1.77 1.03
S -2.6528 0.4357 -0.6324 0.44 -1.05 1.36
H -0.4338 2.1026 0.9670 0.37 0.61 0.98
H -2.2747 -0.6284 1.4941 -0.72 -0.13 -0.23
H -3.0389 -1.7940 0.4345 -0.03 -1.88 -1.02
H -4.0233 -0.5103 1.0748 -1.56 0.27 0.77
H 1.8592 1.4079 0.9068 0.09 0.51 0.38
H 1.1756 -1.6648 -1.5668 0.30 0.33 -0.23
H 3.6937 0.4816 -0.3392 -0.09 -1.02 -0.69
H 3.2562 -0.9723 -1.3282 0.82 0.38 0.11
```
Forces are in eV/Å.